[1]
{
  "formula": "C33H45N6O4PtSSb",
  "method": "wB97M-V/def2-TZVPD",
  "species": ["Pt", "C", "N", "C", "C", "N", "C", "C", "N", "C", "C", "N", "C", "N", "C", "C", "C", "N", "C", "H", "H", "H", "H", "H", "H", "H", "H", "H", "H", "H", "H", "H", "H", "H", "H", "H", "H", "H", "H", "H", "H", "H", "H", "C", "C", "C", "C", "C", "C", "C", "Sb", "C", "C", "C", "C", "C", "C", "C", "C", "C", "C", "C", "C", "C", "C", "H", "H", "H", "H", "H", "H", "H", "H", "H", "H", "H", "H", "H", "H", "H", "H", "H", "H", "H", "H", "H", "O", "S", "O", "O", "O"],
  "positions_angstrom": [[0.2346, 1.9423, 2.9009], [2.6738, -2.2383, 3.5856], [1.2370, -1.9904, 3.6004], [0.3489, -2.7451, 4.5035], [-0.6552, -1.6907, 4.9697], [-0.5673, -0.7327, 3.8728], [-1.3853, 0.4437, 3.7503], [0.6209, -0.8503, 3.2210], [0.9686, 0.0930, 2.3773], [2.1148, 0.0390, 1.4860], [1.7612, 0.1074, -0.0087], [1.9409, 2.5163, -0.5749], [2.2043, 3.1716, -1.7104], [2.7184, 4.3941, -1.7256], [2.8892, 5.2631, -0.5692], [2.7407, 4.9318, -3.0856], [2.4236, 3.7021, -3.9408], [1.9868, 2.7006, -2.9544], [1.9820, 1.2978, -3.3460], [2.9212, -2.8548, 4.4468], [3.2285, -1.3062, 3.6769], [2.9944, -2.7715, 2.6890], [0.9202, -3.1707, 5.3245], [-0.1448, -3.5556, 3.9627], [-0.3605, -1.2308, 5.9171], [-1.6636, -2.0886, 5.0636], [-2.1687, 0.3972, 4.5095], [-1.8906, 0.5280, 2.7893], [-0.9307, 1.4346, 4.1762], [2.6975, -0.8681, 1.6360], [2.7656, 0.8874, 1.7125], [0.8767, -1.0009, -1.5785], [2.7258, 0.1195, -0.5235], [3.3437, 4.7165, 0.2550], [1.9450, 5.6865, -0.2316], [3.5707, 6.0615, -0.8521], [3.7159, 5.3609, -3.3079], [1.9855, 5.7131, -3.1851], [3.3053, 3.3323, -4.4675], [1.6367, 3.8890, -4.6687], [2.5466, 1.2019, -4.2727], [0.9723, 0.9243, -3.5237], [2.4847, 0.6864, -2.5976], [-3.5571, -1.9018, 2.2297], [-3.9953, -2.3602, 0.8611], [-5.0108, -3.3092, 0.7733], [-5.5307, -3.6978, -0.4509], [-5.0457, -3.1317, -1.6194], [-4.0221, -2.1999, -1.5526], [-3.4751, -1.8265, -0.3251], [-2.0178, -0.2668, -0.2728], [-0.2653, -1.5486, 0.0529], [-0.4372, -2.7704, 0.6792], [0.5814, -3.7109, 0.7110], [1.8432, -3.4955, 0.1065], [2.0721, -2.3009, -0.4795], [1.0663, -1.2207, -0.5104], [1.0304, 1.3833, -0.4544], [-1.6399, -0.0126, -2.3660], [-1.8603, 1.2986, -2.8029], [-1.7199, 1.6465, -4.1370], [-1.3475, 0.6744, -5.0540], [-1.1191, -0.6249, -4.6298], [-1.2619, -0.9983, -3.2924], [-1.0117, -2.4437, -2.9396], [-4.1486, -1.0404, 2.5513], [-2.5037, -1.6117, 2.2668], [-3.7057, -2.6914, 2.9673], [-5.4122, -3.7373, 1.6842], [-6.3255, -4.4306, -0.4901], [-5.4623, -3.4100, -2.5780], [-3.6598, -1.7541, -2.4703], [-1.4056, -3.0499, 1.0746], [0.3884, -4.6718, 1.1768], [2.5900, -4.2774, 0.1119], [3.0337, -2.0922, -0.9370], [0.5257, 1.2230, -1.4034], [2.0494, 3.0342, 0.2990], [0.2613, 1.6614, 0.2683], [-2.1628, 2.0621, -2.0932], [-1.9194, 2.6605, -4.4577], [-1.2491, 0.9218, -6.1029], [-0.8454, -1.3816, -5.3560], [-1.4487, -3.0981, -3.6935], [-1.4448, -2.7224, -1.9805], [0.0587, -2.6706, -2.9208], [-0.1586, 3.8442, 3.3687], [1.1956, 4.4251, 2.8876], [1.0004, 5.4185, 1.8813], [1.6723, 3.0651, 2.1563], [2.0854, 4.6942, 3.9608]],
  "atomic_forces_ev_per_a": [[0.0, 0.0, 0.2], [0.0, 0.0, 0.0], [0.0, 0.0, -0.1], [0.0, 0.0, 0.0], [0.0, 0.0, 0.0], [0.0, -0.1, -0.2], [-0.2, 0.0, 0.2], [-0.1, 0.0, 0.0], [0.0, 0.1, 0.1], [0.0, -0.1, 0.0], [-0.1, 0.0, 0.0], [0.0, 0.0, 0.0], [0.0, 0.0, 0.0], [0.0, 0.0, 0.0], [0.0, 0.0, 0.0], [0.0, 0.0, 0.0], [0.0, 0.0, 0.0], [0.0, 0.0, 0.0], [0.0, 0.0, 0.0], [0.0, 0.0, 0.0], [0.0, 0.0, 0.0], [0.0, 0.0, 0.0], [0.0, 0.0, 0.0], [0.0, 0.0, 0.0], [0.0, 0.0, 0.0], [0.0, 0.0, 0.0], [0.0, 0.1, -0.1], [0.0, 0.0, 0.0], [0.2, -0.2, -0.1], [0.0, 0.0, 0.0], [0.0, 0.0, 0.0], [0.0, 0.0, 0.0], [0.0, 0.0, 0.0], [0.0, 0.0, 0.0], [0.0, 0.0, 0.0], [0.0, 0.0, 0.0], [0.0, 0.0, 0.0], [0.0, 0.0, 0.0], [0.0, 0.0, 0.0], [0.0, 0.0, 0.0], [0.0, 0.0, 0.0], [0.0, 0.0, 0.0], [0.0, 0.0, 0.0], [0.0, 0.0, 0.0], [0.0, 0.0, 0.0], [0.0, 0.0, 0.0], [0.0, 0.0, 0.0], [0.0, 0.0, 0.0], [0.0, 0.0, 0.0], [0.0, 0.0, 0.0], [0.0, 0.0, 0.0], [0.0, 0.0, 0.0], [0.0, 0.0, 0.0], [0.0, 0.0, 0.0], [0.0, 0.0, 0.0], [0.0, 0.0, 0.0], [0.0, 0.0, 0.1], [0.0, 0.0, 0.0], [0.0, 0.0, 0.0], [0.0, 0.0, 0.0], [0.0, 0.0, 0.0], [0.0, 0.0, 0.0], [0.0, 0.0, 0.0], [0.0, 0.0, 0.0], [0.0, 0.0, 0.0], [0.0, 0.0, 0.0], [0.0, 0.0, 0.0], [0.0, 0.0, 0.0], [0.0, 0.0, 0.0], [0.0, 0.0, 0.0], [0.0, 0.0, 0.0], [0.0, 0.0, 0.0], [0.0, 0.0, 0.0], [0.0, 0.0, 0.0], [0.0, 0.0, 0.0], [0.0, 0.0, 0.0], [0.0, 0.0, 0.0], [0.0, 0.0, 0.0], [0.0, 0.0, 0.0], [0.0, 0.0, 0.0], [0.0, 0.0, 0.0], [0.0, 0.0, 0.0], [0.0, 0.0, 0.0], [0.0, 0.0, 0.0], [0.0, 0.0, 0.0], [0.0, 0.0, 0.0], [0.1, 0.0, 0.0], [0.0, 0.0, -0.1], [0.0, 0.0, -0.1], [0.0, 0.0, -0.1], [0.0, 0.0, 0.0]],
  "molar_mass_g_mol": 938.7,
  "e_tot_ev": -72685.8085,
  "charge": 2,
  "gap_ev": 5.97,
  "e_above_lowest_kj_mol": 0.00
}



[2]
{
  "formula": "C5H11OS",
  "method": "wB97M-V/def2-TZVPD",
  "species": ["C", "C", "C", "C", "C", "O", "S", "H", "H", "H", "H", "H", "H", "H", "H", "H", "H", "H"],
  "positions_angstrom": [[-2.4283, -0.6559, 0.4543], [-2.1339, -0.0093, -0.6756], [2.1822, -0.3513, -0.8485], [0.5249, -0.0518, 1.6350], [-0.7326, 0.0961, -1.1550], [0.3367, -2.0610, -0.1273], [0.5713, -0.6486, -0.0599], [-3.4091, -0.5025, 0.8496], [-1.7272, -1.4117, 0.8005], [-2.8151, 0.5914, -1.1970], [3.0293, -0.6661, -0.2725], [2.3586, 0.7106, -1.1409], [2.2977, -0.9704, -1.7265], [-0.4980, -0.2683, 2.0400], [0.7202, 1.0424, 1.3900], [1.1866, -0.5167, 2.3163], [-0.5559, 0.0595, -2.1930], [-1.0259, 1.7944, -0.9403]],
  "atomic_forces_ev_per_a": [[-0.1, 0.0, -1.4], [1.3, -1.8, 1.8], [0.1, 1.8, -0.3], [-1.7, 2.4, -1.7], [-1.1, 5.1, 2.4], [-0.1, -0.8, 0.2], [0.2, -1.1, -1.4], [-0.4, -0.5, 0.5], [-0.5, 0.2, 0.5], [-0.9, 0.7, -0.6], [0.0, -0.2, 1.2], [-0.5, -0.7, 0.3], [-0.9, -0.3, -0.4], [0.8, 0.6, -0.7], [-0.3, -1.0, 1.3], [1.4, -0.6, 0.0], [0.9, -0.4, -1.1], [1.9, -3.6, -0.6]],
  "molar_mass_g_mol": 119.2,
  "e_tot_ev": -18233.4126,
  "charge": 1,
  "gap_ev": 8.84,
  "e_above_lowest_kj_mol": 470.40
}



[3]
{
  "formula": "C4H6N2S2",
  "method": "wB97M-V/def2-TZVPD",
  "species": ["S", "N", "C", "N", "C", "C", "C", "S", "H", "H", "H", "H", "H", "H"],
  "positions_angstrom": [[-3.3918, -0.0261, 0.2287], [-2.0876, 1.0161, 0.1009], [-0.7662, 0.5595, -0.0792], [-0.5074, -0.6199, -0.3989], [0.8901, -0.8542, -0.3962], [1.6640, -0.7755, 0.8448], [1.7073, 0.3484, -0.1843], [0.6203, 1.7579, 0.0655], [-3.4460, -0.3683, -1.1097], [-2.2231, 1.9848, 0.0177], [1.1602, -1.6366, -1.1035], [1.1491, -0.5900, 1.7882], [2.6267, -1.3389, 0.9595], [2.6045, 0.5428, -0.7333]],
  "atomic_forces_ev_per_a": [[0.0, -0.1, -1.1], [1.9, -1.0, 0.3], [-1.5, 1.6, -0.1], [0.1, -0.6, 0.4], [-0.5, -2.0, -1.5], [1.6, 0.2, 1.2], [0.3, 0.9, 0.8], [-0.6, -1.0, 0.0], [-0.2, 0.0, 0.8], [-0.4, 1.1, -0.1], [0.2, 0.3, 0.0], [0.0, 0.0, -0.3], [-1.2, 0.4, -0.3], [0.3, 0.1, -0.2]],
  "molar_mass_g_mol": 146.2,
  "e_tot_ev": -28894.4571,
  "charge": 0,
  "gap_ev": 9.45,
  "e_above_lowest_kj_mol": 169.20,
  "smiles": "SNC1=N[C@@H]2C[C@@H]2S1"
}



[4]
{
  "formula": "C36H39F3O6",
  "method": "wB97M-V/def2-TZVPD",
  "species": ["C", "O", "C", "O", "O", "C", "H", "H", "H", "H", "H", "H", "C", "O", "C", "O", "O", "C", "H", "H", "H", "H", "H", "H", "F", "C", "C", "C", "C", "C", "C", "H", "H", "H", "H", "H", "F", "C", "C", "C", "C", "C", "C", "H", "H", "H", "H", "H", "F", "C", "C", "C", "C", "C", "C", "H", "H", "H", "H", "H", "C", "C", "C", "C", "C", "C", "H", "H", "H", "H", "H", "H", "C", "C", "C", "C", "C", "C", "H", "H", "H", "H", "H", "H"],
  "positions_angstrom": [[-5.9102, 0.1675, -4.0108], [-4.5952, 0.7053, -3.6897], [-3.4968, -0.0422, -3.9149], [-3.4331, -1.2124, -4.1799], [-2.5336, 0.8013, -3.9791], [-1.2242, 0.3052, -3.8884], [-6.6221, 0.5253, -3.2671], [-5.9786, -0.9006, -3.8041], [-6.1491, 0.3991, -5.0488], [-1.0140, -0.7436, -4.0982], [-0.8648, 0.4278, -2.8667], [-0.5346, 0.8501, -4.5331], [3.5319, 1.5352, -1.4758], [4.5404, 0.7906, -0.7615], [5.3571, -0.0840, -1.3078], [5.4233, -0.4127, -2.5113], [6.1008, -0.5522, -0.3136], [6.9444, -1.5916, -0.5608], [2.7095, 1.8707, -0.8439], [3.0143, 0.9304, -2.2204], [4.0292, 2.4111, -1.8926], [6.4093, -2.3865, -1.0805], [7.5412, -1.8467, 0.3149], [7.6361, -1.2427, -1.3276], [-0.1507, 2.3597, 1.5052], [-0.4650, 1.8983, 2.8057], [-1.3171, 0.8082, 2.9484], [-1.3501, 0.1114, 4.1538], [-0.6891, 0.6652, 5.2166], [0.2287, 1.7515, 5.0927], [0.2872, 2.3582, 3.8451], [-1.9230, 0.4297, 2.1385], [-1.9267, -0.7969, 4.2488], [-0.6296, 0.2885, 6.2270], [1.0430, 2.0737, 5.7247], [1.0455, 3.1121, 3.6934], [0.1465, 6.9727, 1.0216], [-0.1519, 6.2773, -0.0757], [-0.6485, 4.9865, 0.1168], [-1.0663, 4.2414, -0.9643], [-0.9686, 4.7876, -2.2492], [-0.4465, 6.1235, -2.4611], [-0.1005, 6.8765, -1.3360], [-0.8280, 4.6053, 1.1112], [-1.4916, 3.2693, -0.7630], [-1.3669, 4.1843, -3.0515], [-0.3380, 6.5123, -3.4628], [0.2620, 7.8922, -1.3954], [6.5473, -4.5046, 0.2662], [5.5067, -5.3071, 0.7409], [4.1745, -4.8794, 0.6528], [3.1740, -5.6753, 1.0330], [3.5303, -6.8837, 1.6118], [4.8237, -7.2674, 1.9527], [5.7903, -6.5106, 1.3446], [3.9079, -3.9357, 0.2003], [2.1199, -5.4476, 0.9757], [2.7247, -7.4954, 1.9900], [5.0628, -8.2505, 2.3304], [6.7990, -6.8888, 1.4217], [-5.2958, -0.5388, 1.6513], [-4.8641, 0.1133, 0.4483], [-4.5169, 1.4405, 0.2898], [-4.5365, 2.1980, 1.4689], [-4.9785, 1.7012, 2.6154], [-5.2440, 0.2870, 2.7425], [-5.5149, -1.5915, 1.7523], [-4.7916, -0.5859, -0.3717], [-4.0967, 1.7563, -0.6536], [-4.1124, 3.1909, 1.4453], [-4.9258, 2.1880, 3.5781], [-5.4594, -0.1640, 3.6999], [0.2449, -2.9136, -0.8533], [-1.0741, -2.5676, -1.0816], [-1.6718, -1.3690, -0.7859], [-0.8566, -0.3571, -0.1840], [0.4961, -0.6387, 0.0991], [1.1177, -1.8601, -0.2975], [0.4652, -3.9343, -1.1291], [-1.6965, -3.3195, -1.5438], [-2.7382, -1.2869, -0.9357], [-1.2834, 0.6177, 0.0004], [1.0016, 0.1465, 0.6416], [2.1340, -1.9587, 0.0544]],
  "atomic_forces_ev_per_a": [[0.6, -0.7, 0.9], [-1.1, -0.4, 0.2], [-2.2, -0.8, -1.4], [-0.4, -0.3, 0.6], [2.0, 1.4, 0.2], [2.2, -0.3, 0.5], [0.1, 0.9, -0.4], [0.6, -0.2, -0.5], [-0.1, 0.0, 0.2], [-1.0, -0.1, -0.3], [-0.1, 0.2, 0.1], [-0.5, 0.4, -0.1], [0.3, -0.2, -0.7], [-1.2, 0.7, 0.9], [0.0, -0.7, -3.1], [-0.2, 0.8, 3.2], [-1.6, 1.7, 1.2], [1.8, -1.0, -2.2], [0.6, -0.2, 0.8], [0.6, -0.1, -0.3], [-0.2, -0.1, -0.3], [0.1, -0.5, 0.7], [-0.7, -0.2, 0.1], [0.5, -0.1, -0.1], [-0.9, -0.3, 1.7], [0.0, -0.8, -1.6], [0.1, -0.1, -0.5], [-0.5, 1.1, -0.1], [2.7, 1.0, 2.0], [-1.3, -0.6, -2.1], [1.0, 0.5, 0.4], [0.2, 0.1, -0.3], [-0.1, 0.1, 0.0], [-0.6, -0.9, -0.1], [-0.6, -0.3, 1.0], [0.0, 0.2, -0.3], [0.4, 0.6, 0.3], [-1.1, -1.0, -0.7], [0.0, 0.8, 0.3], [0.2, 0.8, -0.7], [0.4, 1.2, 0.1], [-0.8, -2.1, 1.2], [0.5, -0.5, 0.2], [0.4, 0.1, 0.1], [0.0, -0.1, -0.3], [0.2, 0.2, -0.4], [-0.1, 0.1, 0.0], [0.0, 0.1, -0.2], [-1.4, -1.1, 0.5], [0.0, 0.7, -0.1], [2.0, 2.2, -1.6], [-0.7, -2.2, 1.1], [-1.1, -1.1, 2.0], [-1.4, 0.1, -2.2], [2.1, 0.3, 0.4], [0.4, 0.3, -0.1], [0.1, 0.3, -0.3], [-0.2, -0.2, -0.1], [-0.1, 0.1, 0.4], [0.3, 0.4, -0.2], [1.3, 2.3, -0.7], [-0.7, -2.0, -0.4], [0.1, -1.5, 1.1], [0.8, 1.8, -2.3], [-0.2, -3.4, 2.9], [-0.8, 0.8, 0.1], [0.0, 0.0, -0.3], [0.0, 0.3, -0.6], [-0.1, 0.3, 0.0], [-0.2, 0.3, 0.0], [0.0, 0.6, -0.2], [-0.1, 0.4, 0.3], [1.3, 2.8, 0.8], [-0.3, -1.0, -0.4], [1.5, 1.5, 1.2], [-0.6, -1.7, -1.0], [-0.8, -0.7, -1.0], [-2.6, -0.6, 0.5], [0.9, 0.1, 0.1], [-0.1, -0.2, 0.0], [0.0, 0.4, -0.2], [0.1, 0.0, 0.3], [0.6, -0.1, -0.1], [0.2, -0.5, -0.4]],
  "molar_mass_g_mol": 624.7,
  "e_tot_ev": -58398.5275,
  "charge": 0,
  "gap_ev": 9.62,
  "smiles": "COC(=O)OC.COC(=O)OC.Fc1ccccc1.Fc1ccccc1.Fc1ccccc1.c1ccccc1.c1ccccc1"
}